{
  "formula": "C20H33F8N4O6S",
  "method": "the ωB97M-V functional and the def2-TZVPD basis",
  "symbols": ["C", "C", "C", "C", "O", "N", "C", "C", "O", "C", "C", "C", "N", "C", "N", "S", "O", "O", "C", "F", "F", "C", "F", "F", "F", "N", "C", "C", "C", "C", "H", "H", "H", "H", "H", "H", "H", "H", "H", "H", "H", "H", "H", "H", "H", "H", "H", "H", "H", "H", "H", "H", "H", "H", "H", "H", "H", "H", "C", "C", "O", "C", "O", "C", "F", "F", "F", "H", "H", "H", "H", "H"],
  "positions_angstrom": [[5.27246, -2.66843, -1.44647], [4.70518, -3.90526, -2.33174], [3.32890, -3.44268, -3.06635], [2.14416, -3.90129, -2.10622], [0.84931, -3.28647, -2.40155], [0.15662, -3.03775, -1.25660], [-0.30532, -4.26483, -0.49754], [-1.87868, -4.27521, -0.20385], [-2.66668, -3.53154, -1.15569], [-3.95136, -3.29794, -0.47550], [-3.98111, -1.95678, 0.38773], [-0.07985, -1.83033, -0.76485], [-0.76767, -1.42644, 0.45701], [-0.85946, -0.02132, 0.61728], [-0.15323, 0.43370, -0.57626], [-0.02494, 2.14525, -0.68899], [-1.11904, 2.85352, 0.07965], [-0.05098, 2.68884, -2.07599], [1.64251, 2.60652, 0.08055], [2.20383, 3.55199, -0.78146], [2.43640, 1.43064, -0.04112], [1.53099, 3.08777, 1.59520], [2.82744, 3.36329, 2.08024], [0.99829, 2.02935, 2.34401], [0.81875, 4.28372, 1.75357], [0.30219, -0.57635, -1.34794], [1.04764, -0.23728, -2.58764], [0.05456, -0.10217, -3.87192], [0.55395, 1.08051, -4.86625], [-1.48466, 0.03620, -3.47708], [4.56472, -2.45931, -0.56429], [6.29570, -2.88004, -1.00362], [5.32940, -1.71049, -2.07097], [4.51328, -4.74436, -1.58075], [5.53386, -4.14451, -3.07625], [3.42544, -2.31991, -3.20803], [3.32920, -3.99398, -4.07242], [2.00737, -5.03275, -2.27503], [2.45860, -3.80276, -1.00607], [-0.07652, -5.22647, -1.08267], [0.34386, -4.30608, 0.44305], [-2.01484, -3.85271, 0.85893], [-2.22302, -5.35963, -0.21016], [-4.10051, -4.17468, 0.25382], [-4.82897, -3.27848, -1.19362], [-3.40907, -2.04452, 1.37540], [-3.59313, -1.04006, -0.15907], [-5.08236, -1.74114, 0.63671], [-1.34417, 0.58845, 1.43547], [1.67136, 0.72192, -2.50334], [1.79991, -1.05211, -2.87801], [0.14197, -1.06295, -4.49722], [1.53583, 1.54266, -4.48444], [-0.20135, 1.92600, -4.94155], [0.68820, 0.65852, -5.92616], [-1.76719, 1.02406, -2.99141], [-1.85864, -0.79498, -2.77664], [-2.13321, -0.05919, -4.42279], [-2.43510, 4.29774, 3.80038], [-1.09678, 4.68980, 4.39623], [-1.27438, 5.60775, 5.48352], [-1.61513, 5.05857, 6.66584], [-1.77534, 3.88158, 6.84477], [-1.72481, 6.13611, 7.74168], [-2.41399, 7.21442, 7.32141], [-0.51227, 6.58116, 8.12591], [-2.34217, 5.69753, 8.84963], [-2.99885, 5.18627, 3.50752], [-2.29582, 3.66094, 2.92399], [-3.04662, 3.75760, 4.52622], [-0.49945, 5.20636, 3.64293], [-0.52516, 3.81438, 4.71689]],
  "atomic_forces_ev_per_a": [[-0.6004, -0.0458, 0.0700], [0.3024, 1.5814, 0.8602], [1.0776, -0.8655, 0.4462], [1.5597, -1.6901, -0.1933], [0.7102, 0.9421, -0.1095], [-1.2637, -1.1735, 1.9279], [-0.2507, -0.6795, 0.0878], [0.5338, -0.0326, 1.0853], [-0.2533, -0.2449, 1.5599], [-0.4533, 0.2774, 1.0327], [-0.4801, 0.0143, 0.2627], [-0.3231, 5.6593, 1.0701], [-0.1202, 1.7412, 0.0062], [2.7175, -5.7656, -4.6093], [-2.4047, 2.2264, 3.8853], [-4.0372, 5.6327, -2.9002], [3.4224, -3.5711, -0.6064], [1.3030, -2.7585, 3.0339], [2.0627, -0.5051, -1.7270], [-1.3555, -1.8460, 2.3884], [-1.5180, 2.3632, 0.7300], [1.4062, 1.2605, 1.8323], [-2.9914, -0.9577, -1.2305], [0.7981, 2.4448, -1.6151], [1.3324, -3.3531, -0.5973], [1.0019, -2.4315, -0.3078], [0.4508, 0.0210, -2.4855], [-0.2745, 0.0792, -0.5873], [-0.0151, -0.1598, 0.1366], [-0.6020, -0.2572, -0.2363], [0.9719, -0.2535, -1.2378], [-1.2678, 0.1716, -0.6382], [0.0154, -1.3719, 0.8031], [0.3578, 0.7602, -1.3977], [-1.4065, -0.0758, 0.9119], [-0.4404, -1.4092, 0.0448], [-0.5320, 1.0548, 1.4219], [0.1946, 1.6443, 0.2597], [-0.6954, 0.3960, -1.5621], [-0.0360, 1.9519, 0.3844], [-1.3035, -0.0337, -1.0276], [0.0911, -0.5788, -1.6178], [0.5093, 1.2233, 0.0955], [-0.1387, 1.2352, -1.1661], [1.4827, -0.1246, 0.4756], [-0.7682, 0.0290, -1.4380], [-0.4347, -1.2790, 0.3935], [1.6146, -0.3630, -0.2657], [0.7481, -0.7982, -1.2998], [-1.2023, -1.3443, 0.4638], [-1.2816, 1.0543, 1.0755], [-0.0781, 1.2213, 1.2493], [-1.3850, -0.7376, -0.7608], [0.8809, -1.1043, 0.2715], [-0.0179, 0.6910, 1.6643], [0.6029, -1.0854, -0.6729], [0.6950, 1.0083, -1.0108], [1.1019, 0.1892, 1.3584], [-0.2719, -0.0127, 0.2366], [-0.0435, -0.3316, -0.6006], [-0.0145, 0.1002, 0.8760], [0.2891, -0.9190, -1.3275], [-0.0072, 0.7425, 0.3590], [-0.3426, 1.3743, 1.4735], [0.1713, -0.5270, -0.2730], [-0.1200, -0.4308, -0.4336], [0.2331, -0.3044, -0.6900], [0.1366, -0.0420, -0.0984], [0.0423, 0.0772, 0.0039], [0.1249, -0.0444, -0.0503], [-0.0688, 0.2349, 0.3264], [-0.1426, 0.1058, 0.2104]],
  "lowdin_charge": [-0.13, -0.23, -0.16, -0.16, -0.07, -0.07, -0.04, -0.21, -0.18, -0.23, -0.10, -0.12, 0.16, 0.04, -0.16, 0.85, -0.26, -0.25, -0.32, 0.11, 0.06, -0.36, 0.13, 0.11, 0.13, -0.01, -0.08, -0.33, -0.07, -0.09, 0.07, 0.08, 0.08, 0.11, 0.11, 0.09, 0.13, 0.14, 0.14, 0.15, 0.15, 0.12, 0.14, 0.12, 0.13, 0.07, 0.06, 0.09, 0.17, 0.12, 0.12, 0.13, 0.08, 0.08, 0.09, 0.07, 0.08, 0.11, -0.05, -0.21, 0.03, -0.37, 0.17, -0.52, 0.16, 0.16, 0.16, 0.09, 0.07, 0.08, 0.11, 0.12],
  "charge": 1,
  "total_energy_ev": -72080.1222
}


{
  "formula": "C20H33MgNO10S3",
  "method": "the ωB97M-V functional and the def2-TZVPD basis",
  "symbols": ["Mg", "O", "C", "C", "O", "H", "H", "H", "H", "C", "C", "C", "C", "C", "C", "N", "O", "O", "H", "H", "H", "H", "H", "C", "C", "C", "S", "O", "O", "C", "H", "H", "H", "H", "H", "H", "H", "H", "C", "C", "C", "S", "O", "O", "C", "H", "H", "H", "H", "H", "H", "H", "H", "C", "C", "C", "S", "O", "O", "C", "H", "H", "H", "H", "H", "H", "H", "H"],
  "positions_angstrom": [[-8.29048, -11.45220, -13.16458], [-9.81444, -10.73328, -14.18971], [-10.73145, -11.77204, -13.92371], [-10.55895, -12.45030, -12.54343], [-9.24953, -12.83916, -12.16654], [-10.71656, -12.58665, -14.67700], [-11.74565, -11.42104, -14.17394], [-11.28243, -13.27939, -12.52003], [-11.02034, -11.80168, -11.77751], [-11.82468, -8.62794, -18.01367], [-10.82811, -9.18776, -17.20527], [-9.57702, -9.34247, -17.77301], [-9.25769, -8.81821, -19.03414], [-10.26103, -8.22613, -19.78160], [-11.54571, -8.16063, -19.29413], [-7.88537, -8.82656, -19.51293], [-7.03955, -9.33654, -18.80896], [-7.67180, -8.32135, -20.59589], [-12.80318, -8.46032, -17.58024], [-11.10915, -9.65407, -16.27213], [-8.70478, -9.64644, -17.20524], [-9.98707, -7.83489, -20.75354], [-12.39810, -7.78838, -19.84653], [-8.03257, -13.38310, -7.77528], [-7.92276, -12.40368, -6.61285], [-8.83175, -11.18860, -6.92024], [-10.32658, -11.99375, -7.64545], [-11.05803, -11.12684, -8.52992], [-10.99905, -12.69243, -6.57982], [-9.32320, -13.17849, -8.57949], [-7.90838, -14.40458, -7.40654], [-7.19807, -13.37711, -8.48426], [-6.93307, -12.15078, -6.24758], [-8.49004, -12.78804, -5.75469], [-8.31078, -10.62844, -7.70373], [-9.19674, -10.51474, -6.15111], [-9.17188, -12.76842, -9.57773], [-9.88348, -14.09584, -8.75651], [-13.25665, -11.38949, -10.22556], [-13.82391, -11.65178, -11.62237], [-15.28296, -12.08530, -11.51787], [-15.44269, -12.97915, -9.93507], [-15.45980, -14.40891, -10.22442], [-16.48338, -12.32894, -9.15393], [-13.76794, -12.52136, -9.30566], [-13.62293, -10.41533, -9.90086], [-12.16970, -11.36800, -10.23318], [-13.29431, -12.35329, -12.27101], [-13.79878, -10.71805, -12.19200], [-15.79575, -12.81361, -12.15071], [-16.00153, -11.26434, -11.51220], [-13.02387, -13.30908, -9.40482], [-13.91256, -12.26887, -8.25783], [-13.56014, -11.52729, -17.43233], [-14.73572, -12.01325, -18.29886], [-15.90429, -12.63085, -17.49506], [-15.47859, -12.30577, -15.70697], [-14.95267, -13.49663, -15.06079], [-16.47118, -11.48134, -15.05481], [-14.14340, -11.15006, -16.06878], [-13.03308, -10.76710, -17.98937], [-12.96513, -12.43309, -17.30048], [-14.37024, -12.74912, -19.01452], [-15.18173, -11.18540, -18.85133], [-16.17804, -13.67897, -17.59206], [-16.82538, -12.08821, -17.70297], [-13.50965, -11.08122, -15.18550], [-14.65284, -10.18581, -16.11910]],
  "atomic_forces_ev_per_a": [[-2.2529, -0.5206, -0.1290], [1.5300, -0.5253, 0.6214], [-0.0670, -0.6191, -0.9570], [-1.5642, 0.3130, 0.6592], [0.7111, 1.1949, -1.0251], [0.8588, -0.0068, -0.0432], [-0.0854, 0.2774, 1.1443], [0.5146, -0.4467, -0.2488], [0.5650, 0.3161, -0.0868], [0.4474, 0.3622, 0.5165], [-0.6493, -0.5244, -1.3287], [1.6765, 0.7826, 0.2035], [-1.8185, 0.0049, 1.1695], [0.7262, 0.0396, -1.0708], [-0.6925, -0.2955, 0.7826], [0.0586, -0.0530, -0.2566], [0.1590, -0.0771, 0.1470], [0.0752, 0.0331, -0.0493], [-0.1300, -0.1848, -0.1729], [0.4413, 0.2824, 0.3345], [-0.3626, -0.5415, 0.1799], [-0.1958, 0.0189, -0.0035], [0.3585, 0.2858, -0.3386], [0.7804, -0.9232, -0.5969], [-2.0870, 0.6594, 1.4433], [0.2878, -0.2196, -1.5245], [1.7435, -0.4254, -0.0287], [0.2356, 0.2020, 0.4068], [-0.0914, 0.1885, -0.0147], [-0.4502, -0.0581, -0.0278], [-0.5960, 0.0396, 0.2156], [0.0708, 0.7557, 0.1063], [0.1350, 0.0898, -0.3601], [0.6278, -0.7092, 0.0311], [-0.6164, 0.3512, -0.1249], [0.3298, -0.2272, 0.3763], [0.1603, 0.2592, 0.0466], [-0.1656, 0.0263, 0.3515], [-0.7695, -0.4035, -0.0123], [-0.6402, 0.1739, -1.4282], [-1.2313, -0.4037, 0.9381], [0.9124, 0.2641, -0.5227], [-0.2793, 0.9240, 0.4946], [0.6055, -0.6978, -0.0764], [-0.0403, 0.5034, -0.2658], [0.0580, 0.0010, 0.1525], [-0.3972, 0.0591, 0.0029], [0.2847, -0.2322, 0.5571], [0.0304, 0.0199, 0.0201], [0.9981, 0.0003, -0.7539], [0.2802, 0.2421, 0.4279], [-0.5795, -0.5955, 0.1034], [0.1805, 0.1460, -0.0202], [-0.7855, -1.5477, 0.6573], [-0.8055, -0.4034, -0.4608], [-0.0742, 0.5351, 1.1887], [0.5360, 0.4704, -0.3216], [-0.4619, 0.6066, -0.5963], [-0.3286, -0.7182, 0.0023], [-0.1040, 0.6845, -0.4694], [0.2875, 0.1148, 0.3455], [0.5930, 0.3479, 0.0672], [-0.0073, 0.1624, -0.1399], [0.2373, 0.0368, -0.1168], [0.6596, -0.1615, -0.0911], [0.0248, 0.1422, 0.2895], [0.2724, -0.3886, -0.2183], [-0.1243, -0.0077, -0.1013]],
  "lowdin_charge": [1.17, -0.38, -0.38, -0.38, -0.37, 0.11, 0.08, 0.11, 0.08, -0.09, -0.05, 0.01, -0.15, -0.01, -0.06, -0.36, 0.08, 0.08, 0.11, 0.10, 0.11, 0.12, 0.11, -0.22, -0.22, -0.21, 0.68, -0.33, -0.31, -0.21, 0.11, 0.11, 0.11, 0.11, 0.10, 0.10, 0.08, 0.11, -0.22, -0.22, -0.22, 0.71, -0.35, -0.34, -0.20, 0.12, 0.05, 0.09, 0.11, 0.09, 0.10, 0.10, 0.10, -0.20, -0.21, -0.18, 0.68, -0.32, -0.34, -0.23, 0.08, 0.12, 0.11, 0.11, 0.10, 0.09, 0.08, 0.10],
  "total_energy_ev": -81184.8271
}


{
  "formula": "C20H33N3",
  "method": "the ωB97M-V functional and the def2-TZVPD basis",
  "symbols": ["C", "C", "C", "C", "C", "C", "C", "N", "C", "N", "C", "C", "C", "C", "C", "C", "N", "C", "C", "C", "C", "C", "C", "H", "H", "H", "H", "H", "H", "H", "H", "H", "H", "H", "H", "H", "H", "H", "H", "H", "H", "H", "H", "H", "H", "H", "H", "H", "H", "H", "H", "H", "H", "H", "H", "H"],
  "positions_angstrom": [[7.57427, 0.55508, 0.09937], [6.22641, 0.67480, -0.60087], [5.10181, 0.05028, 0.22127], [3.74787, 0.16892, -0.47376], [2.62240, -0.44500, 0.35518], [1.26998, -0.32070, -0.33951], [0.14335, -0.94356, 0.49588], [-1.15489, -0.84372, -0.12117], [-1.76299, 0.35932, -0.45764], [-1.49696, 1.44888, 0.31578], [-1.98829, 2.74048, 0.19044], [-2.86966, 3.11372, -0.82085], [-3.31146, 4.42099, -0.89604], [-2.88990, 5.36835, 0.02275], [-2.01379, 4.99806, 1.02909], [-1.56386, 3.69495, 1.11485], [-2.56541, 0.32223, -1.45284], [-2.53787, -1.01399, -2.00065], [-1.56178, -1.82864, -1.11479], [-2.20070, -3.07250, -0.48288], [-3.35189, -2.78047, 0.49164], [-4.36264, -3.92635, 0.47113], [-2.83954, -2.57173, 1.91487], [8.35890, 1.01256, -0.49859], [7.54670, 1.05155, 1.06703], [7.82988, -0.49023, 0.25925], [6.00088, 1.72912, -0.77654], [6.27778, 0.18169, -1.57427], [5.32684, -1.00449, 0.39681], [5.05223, 0.54315, 1.19528], [3.79500, -0.33082, -1.44412], [3.52672, 1.22307, -0.65708], [2.84061, -1.50034, 0.53662], [2.57813, 0.05325, 1.32720], [1.31098, -0.81882, -1.31073], [1.04451, 0.73297, -0.52171], [0.34706, -2.00555, 0.65618], [0.11665, -0.47101, 1.48604], [-0.88758, 1.29396, 1.10437], [-3.18904, 2.36460, -1.52582], [-3.99539, 4.70302, -1.68312], [-3.24073, 6.38730, -0.04305], [-1.67744, 5.72723, 1.75202], [-0.87857, 3.41058, 1.90287], [-2.21357, -0.96783, -3.04513], [-3.54713, -1.43341, -1.98538], [-0.69095, -2.15537, -1.70174], [-1.42951, -3.64725, 0.03650], [-2.56631, -3.68979, -1.30649], [-3.85935, -1.86422, 0.17560], [-4.79342, -4.04634, -0.52053], [-5.17109, -3.73333, 1.17265], [-3.88123, -4.86112, 0.75264], [-2.13838, -1.74411, 1.95210], [-3.66757, -2.34979, 2.58460], [-2.34009, -3.46960, 2.27526]],
  "atomic_forces_ev_per_a": [[-0.1379, 0.0816, -0.2078], [0.0558, -0.1537, 0.3202], [-0.0615, 0.2264, -0.4619], [0.0739, -0.2135, 0.4563], [-0.1024, 0.1901, -0.4244], [0.0091, -0.2270, 0.3721], [0.2552, 0.3100, -0.2397], [-0.1592, 0.1225, 0.0973], [-0.1822, -0.4504, -0.3555], [0.4727, -0.3672, 0.4884], [-0.1982, 0.4921, -0.1367], [-0.0298, -0.1614, -0.0933], [0.0540, 0.1631, 0.1317], [-0.0894, 0.1372, -0.0638], [0.0205, -0.0078, 0.0285], [0.0060, -0.0817, -0.0147], [-0.1424, 0.6030, 0.0442], [0.1877, -0.1182, -0.0192], [-0.1256, -0.4109, -0.1405], [-0.0067, 0.3389, -0.0490], [0.1227, -0.2041, 0.0218], [0.0663, 0.2953, -0.0331], [-0.1191, 0.1198, -0.1680], [0.1469, 0.0175, 0.0145], [0.0507, 0.0376, 0.1177], [0.0747, -0.1001, 0.0483], [-0.0375, 0.0184, -0.0862], [-0.0425, 0.0490, -0.0733], [0.0181, -0.0571, 0.0864], [0.0133, -0.0306, 0.0973], [-0.0157, 0.0313, -0.0915], [-0.0183, 0.0475, -0.0793], [0.0283, -0.0539, 0.0870], [0.0185, -0.0309, 0.0962], [-0.0288, 0.0178, -0.0728], [-0.0208, 0.0125, -0.0528], [-0.0198, 0.0580, 0.1214], [0.0579, -0.1342, 0.0347], [-0.1127, -0.0033, -0.1196], [-0.0435, 0.0510, -0.0280], [-0.0532, 0.0034, -0.0688], [-0.0286, 0.0814, -0.0056], [0.0270, 0.0394, 0.0527], [0.0660, -0.0341, 0.0718], [-0.0480, -0.1417, 0.0512], [0.0333, -0.1213, -0.0309], [-0.0335, 0.0774, 0.0540], [0.0191, -0.1467, 0.0094], [0.0454, -0.0951, -0.0481], [-0.0160, 0.0278, -0.0260], [-0.0622, -0.0660, -0.1033], [-0.1115, -0.0422, 0.0831], [0.0416, -0.1449, 0.0320], [0.0867, 0.0680, 0.0836], [-0.0656, 0.0105, 0.1321], [0.0612, -0.1308, 0.0601]],
  "lowdin_charge": [-0.12, -0.28, -0.24, -0.23, -0.22, -0.19, -0.18, -0.05, -0.38, 0.14, -0.23, -0.02, -0.09, -0.11, -0.10, -0.04, 0.09, -0.15, -0.26, -0.13, -0.42, -0.08, -0.07, 0.07, 0.07, 0.07, 0.11, 0.11, 0.12, 0.12, 0.12, 0.12, 0.12, 0.12, 0.12, 0.11, 0.13, 0.12, 0.13, 0.08, 0.10, 0.10, 0.10, 0.11, 0.11, 0.11, 0.14, 0.11, 0.12, 0.13, 0.07, 0.07, 0.08, 0.06, 0.08, 0.08],
  "smiles": "CCCCCCCN1C(Nc2ccccc2)=NC[C@@H]1CC(C)C",
  "e_above_lowest_kcal_mol": 0.00,
  "total_energy_ev": -25746.6728
}


Highest occupied orbital energy values (in eV) by entry order: -12.9080 -9.1290 -7.8927.
Gap between HOMO and LUMO values (in eV) by entry order: 8.7 6.8 8.6.